14
Properties=species:S:1:pos:R:3 method="wB97M-V/def2-TZVPD" charge=0
C -0.04062 -1.72036 0.62736
C 0.85268 -0.69769 0.38802
C 0.19254 0.45343 0.70026
C 0.54688 1.92741 0.56943
N -1.19903 -1.25784 1.03729
O -0.73437 -1.74757 -2.23770
O -0.82227 0.61781 -2.18884
O -1.09032 0.09505 1.09501
S -1.30559 -0.63152 -1.60268
H -0.02111 -2.73368 0.29334
H 1.90637 -0.81450 -0.10824
H 1.42832 2.16508 1.10618
H -0.33945 2.43359 0.80083
H 0.62597 1.91080 -0.48026

14
Properties=species:S:1:pos:R:3 method="wB97M-V/def2-TZVPD" smiles="O=c1cc(CO)n(O)o1" charge=0
O 3.39284 -0.23196 -0.12863
C 2.22620 -0.09568 -0.13706
C 1.10666 -0.96354 0.29388
C -0.02086 -0.33884 -0.03412
C -1.42946 -0.84966 -0.06163
O -2.40558 0.05281 -0.43304
N 0.21352 0.96681 -0.46206
O -0.06983 1.92730 0.57428
O 1.61495 1.06600 -0.55764
H 1.31301 -1.97219 0.64634
H -1.54930 -1.63125 -0.76403
H -1.65894 -1.36102 0.87539
H -2.39798 0.75970 0.20489
H -0.33524 2.67151 -0.01656

12
Properties=species:S:1:pos:R:3 method="wB97M-V/def2-TZVPD" charge=0
C 1.08278 -0.87023 -0.87256
C 0.00172 -1.32947 -0.15825
C 0.95750 0.43499 -1.58328
C -0.96325 0.81518 1.60066
N -0.35818 0.84660 -1.32847
O 1.74927 0.79507 -2.39153
S -1.29051 -0.04754 -0.46840
H 1.87878 -1.47936 -1.18677
H 0.00407 -2.02219 0.69183
H -1.84437 1.59070 1.81055
H 0.06398 1.17796 1.55746
H -1.28178 0.08829 2.32875

12
Properties=species:S:1:pos:R:3 method="wB97M-V/def2-TZVPD" smiles="O=C(C=S)[C@@H]1CN1" charge=0
O 0.12853 1.63935 -0.36570
C -0.55441 0.66250 -0.19202
C -2.06134 0.69817 0.25642
S -2.92523 -0.47743 -0.29382
C 0.09456 -0.60488 -0.34183
C 1.35162 -0.66217 0.55357
N 1.45515 -0.41263 -0.86489
H -2.22240 1.70148 0.66345
H -0.50031 -1.51012 -0.72894
H 1.60458 0.20384 1.29110
H 1.75286 -1.65598 1.06810
H 1.87639 0.41786 -1.04543

Across the entries above, ΔE to the lowest compared entry with this formula, charge and spin takes the values 50.7 91.7 90.7 81.0 kcal/mol, respectively.
Across the entries above, max |F| takes the values 3.7 2.4 4.2 5.6 eV/A, respectively.
Across the entries above, electronic energy takes the values -833.99465 -511.01533 -683.46335 -683.47885 a.u., respectively.